w | 2 unconnected molecules or ions with the total composition C3H5N3O. Source: OMol25; level of theory: ωB97M-V with the def2-TZVPD basis set.

The calculation puts the HOMO-LUMO gap at 9.6983 eV. The value obtained for the HOMO energy is -8.71 eV.

Each atom is followed by the atoms it is bonded to, with distances in Å.
Cartesian coordinates (Å):
1 O 1.2870 0.6363 -1.7815  C2 1.401, H8 0.971
2 C 1.5536 0.8443 -0.4216  O1 1.401, C3 1.482, H9 1.097, H10 1.095
3 C 0.6227 0.0619 0.4262  C2 1.482, N4 1.194
4 N 0.2427 -0.9511 0.9308  C3 1.194, N5 1.281
5 N -0.8528 -1.5978 1.0792  N4 1.281, H11 1.018
6 C -2.0739 -0.1285 0.1304  N7 1.176, H12 1.071
7 N -1.3468 0.6723 -0.3303  C6 1.176
8 H 0.3470 0.8467 -1.9005  O1 0.971
9 H 1.4779 1.9044 -0.1481  C2 1.097
10 H 2.5766 0.5106 -0.2201  C2 1.095
11 H -0.8231 -2.1911 1.9061  N5 1.018
12 H -3.0110 -0.6081 0.3294  C6 1.071

The computed Löwdin charges, all in e, follow:
1. O -0.05
2. C -0.25
3. C -0.04
4. N -0.08
5. N -0.01
6. C -0.09
7. N 0.07
8. H 0.07
9. H 0.12
10. H 0.13
11. H 0.07
12. H 0.07

x | C3H5N3O in the gas phase. Source: OMol25; level of theory: ωB97M-V with the def2-TZVPD basis set.

The calculation puts the HOMO-LUMO gap at 10.8023 eV. Its SMILES is OCc1nc[nH]n1. The value obtained for the HOMO energy is -9.90 eV.

Each atom is followed by the atoms it is bonded to, with distances in Å.
Cartesian coordinates (Å):
1 O -0.3394 -2.1814 1.1866  C2 1.399, H8 0.965
2 C 0.6423 -1.4194 0.5430  O1 1.399, C3 1.487, H9 1.099, H10 1.097
3 C 0.0899 -0.2317 -0.1599  C2 1.487, N4 1.347, N7 1.317
4 N 0.9418 0.7409 -0.5364  C3 1.347, C5 1.307
5 C 0.1434 1.7003 -0.9255  N4 1.307, N6 1.357, H11 1.073
6 N -1.1472 1.2855 -0.8632  C5 1.357, N7 1.355, H12 1.011
7 N -1.1846 0.0253 -0.3669  C3 1.317, N6 1.355
8 H -1.0994 -2.2002 0.5920  O1 0.965
9 H 1.2318 -1.9825 -0.1933  C2 1.099
10 H 1.3499 -1.0585 1.2991  C2 1.097
11 H 0.5847 2.6737 -0.8285  C5 1.073
12 H -2.0200 1.6960 -1.1677  N6 1.011

The computed Löwdin charges, all in e, follow:
1. O -0.05
2. C -0.22
3. C -0.38
4. N 0.12
5. C -0.17
6. N 0.01
7. N 0.10
8. H 0.08
9. H 0.12
10. H 0.13
11. H 0.12
12. H 0.15

From most stable to least stable, the computed energies give x, w.

w | 2 unconnected molecules or ions with the total composition C3H5N3O. Source: OMol25; level of theory: ωB97M-V with the def2-TZVPD basis set.

The calculation puts the HOMO-LUMO gap at 11.1086 eV. Its SMILES is N#CCO.N=C=N. The value obtained for the HOMO energy is -10.55 eV.

Each atom is followed by the atoms it is bonded to, with distances in Å.
Cartesian coordinates (Å):
1 N 0.3499 1.3667 -1.1767  C2 1.156
2 C -0.4231 0.7933 -0.5358  N1 1.156, C3 1.478
3 C -1.5047 0.1062 0.2017  C2 1.478, O4 1.403, H5 1.098, H6 1.092
4 O -2.7283 0.7560 -0.0164  C3 1.403, H7 0.965
5 H -1.5090 -0.9467 -0.1113  C3 1.098
6 H -1.3013 0.1474 1.2734  C3 1.092
7 H -2.9148 0.7031 -0.9618  O4 0.965
8 N 2.7514 0.3778 0.2058  C9 1.216, H11 1.016
9 C 1.9803 -0.5312 0.4486  N8 1.216, N10 1.236
10 N 1.2251 -1.4413 0.8066  C9 1.236, H12 1.016
11 H 2.5234 0.9968 -0.5674  N8 1.016
12 H 1.5512 -2.3282 0.4333  N10 1.016

The computed Löwdin charges, all in e, follow:
1. N 0.16
2. C -0.19
3. C -0.26
4. O -0.04
5. H 0.12
6. H 0.13
7. H 0.10
8. N 0.15
9. C -0.40
10. N 0.12
11. H 0.05
12. H 0.07

x | C3H5N3O in the gas phase. Source: OMol25; level of theory: ωB97M-V with the def2-TZVPD basis set.

The calculation puts the HOMO-LUMO gap at 9.6450 eV. Its SMILES is [H]/N=N/[C@@]1(O)N=C1C. The value obtained for the HOMO energy is -9.28 eV.

Each atom is followed by the atoms it is bonded to, with distances in Å.
Cartesian coordinates (Å):
1 H 0.5271 -3.0433 -0.6315  N2 1.029
2 N 0.2556 -2.0679 -0.4463  H1 1.029, N3 1.257
3 N 1.2359 -1.4048 -0.0230  N2 1.257, C4 1.410
4 C 1.0317 -0.0165 0.1106  N3 1.410, O5 1.407, N6 1.503, C7 1.495
5 O 2.0420 0.7173 0.7601  C4 1.407, H9 0.973
6 N 0.5118 0.7264 -1.0878  C4 1.503, C7 1.258
7 C -0.3232 0.5536 -0.1629  C4 1.495, N6 1.258, C8 1.439
8 C -1.6760 0.7959 0.2644  C7 1.439, H10 1.094, H11 1.095, H12 1.095
9 H 2.5393 1.1851 0.0673  O5 0.973
10 H -2.2594 1.3199 -0.4978  C8 1.094
11 H -2.1858 -0.1530 0.4613  C8 1.095
12 H -1.6989 1.3872 1.1858  C8 1.095

The computed Löwdin charges, all in e, follow:
1. H 0.06
2. N 0.08
3. N 0.02
4. C -0.52
5. O 0.01
6. N 0.25
7. C -0.26
8. C -0.02
9. H 0.10
10. H 0.09
11. H 0.09
12. H 0.10

From most stable to least stable, the computed energies give w, x.

w | C3H5N3O in the gas phase. Source: OMol25; level of theory: ωB97M-V with the def2-TZVPD basis set.

The calculation puts the HOMO-LUMO gap at 8.4418 eV. Its SMILES is Nc1c[nH]c(O)n1. The value obtained for the HOMO energy is -7.55 eV.

Each atom is followed by the atoms it is bonded to, with distances in Å.
Cartesian coordinates (Å):
1 N -1.4870 -1.6279 0.0493  C2 1.388, H8 1.006, H9 1.008
2 C -0.7348 -0.4674 -0.0664  N1 1.388, C3 1.378, N7 1.386
3 C -0.8751 0.8458 -0.4585  C2 1.378, N4 1.419, H10 1.083
4 N 0.4283 1.3917 -0.3304  C3 1.419, C5 1.338, H11 1.008
5 C 1.2121 0.4036 0.1160  N4 1.338, O6 1.341, N7 1.297
6 O 2.5282 0.5481 0.3310  C5 1.341, H12 0.972
7 N 0.5789 -0.7128 0.3007  C2 1.386, C5 1.297
8 H -2.4877 -1.7131 0.1048  N1 1.006
9 H -0.9896 -2.1765 0.7334  N1 1.008
10 H -1.6536 1.5163 -0.8019  C3 1.083
11 H 0.7498 2.3223 -0.5448  N4 1.008
12 H 2.8010 -0.3490 0.5852  O6 0.972

The computed Löwdin charges, all in e, follow:
1. N 0.09
2. C -0.40
3. C -0.05
4. N 0.10
5. C -0.50
6. O 0.10
7. N 0.14
8. H 0.08
9. H 0.08
10. H 0.09
11. H 0.15
12. H 0.12

x | C3H5N3O in the gas phase. Source: OMol25; level of theory: ωB97M-V with the def2-TZVPD basis set.

The calculation puts the HOMO-LUMO gap (spin up / spin down) at 8.0239 / 8.0246 eV. The value obtained for the HOMO energy (spin up / spin down) is -9.44 / -9.45 eV.

Each atom is followed by the atoms it is bonded to, with distances in Å.
Cartesian coordinates (Å):
1 O -2.7493 0.8195 -0.0795  C2 1.387, H8 0.964
2 C -1.6951 -0.0412 0.1893  O1 1.387, C3 1.585, H9 1.100, H10 1.094
3 C -0.1704 0.3344 -0.0265  C2 1.585, N4 1.272, N7 1.394
4 N 0.4489 1.3147 -0.5501  C3 1.272
5 N 2.3710 0.4162 -0.3165  C6 1.295, H11 1.037
6 C 1.8366 -0.6153 0.2547  N5 1.295, N7 1.315, H12 1.089
7 N 0.5455 -0.7599 0.4570  C3 1.394, C6 1.315
8 H -2.8855 0.8942 -1.0310  O1 0.964
9 H -1.7680 -0.9978 -0.3492  C2 1.100
10 H -1.7414 -0.2783 1.2560  C2 1.094
11 H 3.4022 0.3840 -0.4214  N5 1.037
12 H 2.4054 -1.4706 0.6171  C6 1.089

The computed Löwdin charges, all in e, follow:
1. O -0.03
2. C -0.19
3. C -0.41
4. N 0.29
5. N 0.11
6. C -0.36
7. N 0.04
8. H 0.10
9. H 0.12
10. H 0.12
11. H 0.09
12. H 0.12

From most stable to least stable, the computed energies give w, x.

w | C3H2O3 in the gas phase. Source: OMol25; level of theory: ωB97M-V with the def2-TZVPD basis set.

The calculation puts the HOMO-LUMO gap at 8.7623 eV. Its SMILES is O=CC(=O)C=O. The value obtained for the HOMO energy is -10.02 eV.

Each atom is followed by the atoms it is bonded to, with distances in Å.
Cartesian coordinates (Å):
1 O -2.0556 -0.0935 0.8426  C2 1.204
2 C -0.9732 0.4256 0.7495  O1 1.204, C3 1.532, H7 1.107
3 C -0.1360 0.3014 -0.5275  C2 1.532, O4 1.206, C5 1.532
4 O -0.3958 0.8959 -1.5442  C3 1.206
5 C 1.0737 -0.6303 -0.4066  C3 1.532, O6 1.206, H8 1.105
6 O 1.3456 -1.1342 0.6549  C5 1.206
7 H -0.5189 1.0265 1.5606  C2 1.107
8 H 1.6603 -0.7914 -1.3294  C5 1.105

The computed Löwdin charges, all in e, follow:
1. O 0.10
2. C -0.17
3. C -0.30
4. O 0.14
5. C -0.15
6. O 0.10
7. H 0.14
8. H 0.14

x | C3H2O3 in the gas phase. Source: OMol25; level of theory: ωB97M-V with the def2-TZVPD basis set.

The calculation puts the HOMO-LUMO gap at 7.8760 eV. Its SMILES is O=CC(=O)C=O. The value obtained for the HOMO energy is -10.73 eV.

Each atom is followed by the atoms it is bonded to, with distances in Å.
Cartesian coordinates (Å):
1 O 2.0148 -0.8491 1.0330  C2 1.354
2 C 1.2535 -0.5605 -0.0493  O1 1.354, C3 1.405, H7 1.221
3 C -0.1145 -0.2578 0.0595  C2 1.405, O4 1.244, C5 1.615
4 O -0.6707 -0.6279 1.1091  C3 1.244
5 C -0.7559 0.7415 -1.0357  C3 1.615, O6 1.287, H8 1.173
6 O -1.8597 1.4031 -1.0170  C5 1.287
7 H 1.8114 -0.1334 -1.0484  C2 1.221
8 H 0.0152 1.1856 -1.7999  C5 1.173

The computed Löwdin charges, all in e, follow:
1. O 0.02
2. C -0.11
3. C -0.31
4. O 0.15
5. C -0.08
6. O 0.03
7. H 0.16
8. H 0.14

y | 2 unconnected molecules or ions with the total composition C3H2O3. Source: OMol25; level of theory: ωB97M-V with the def2-TZVPD basis set.

The calculation puts the HOMO-LUMO gap at 9.6923 eV. The value obtained for the HOMO energy is -9.78 eV.

Each atom is followed by the atoms it is bonded to, with distances in Å.
Cartesian coordinates (Å):
1 C -0.9539 0.6724 0.8677  O4 1.181, H7 1.113
2 C 0.3122 -0.7977 -0.1438  C3 1.451, O5 1.377, O6 1.378, H8 1.128
3 C -0.8420 -0.3767 -0.9159  C2 1.451, O5 1.459, O6 1.465
4 O -1.8574 0.5290 1.6148  C1 1.181
5 O 0.5298 -0.0186 -1.2586  C2 1.377, C3 1.459
6 O -0.4669 -1.7785 -0.7174  C2 1.378, C3 1.465
7 H -0.2863 1.5161 0.5824  C1 1.113
8 H 0.5234 -0.7499 0.9637  C2 1.128

The computed Löwdin charges, all in e, follow:
1. C -0.09
2. C -0.39
3. C -0.07
4. O 0.12
5. O 0.04
6. O 0.07
7. H 0.14
8. H 0.18

From most stable to least stable, the computed energies give w, x, y.